--- P ---
C6H4O | ωB97M-V/def2-TZVPD

```
11
Properties=species:S:1:pos:R:3:lowdin_charge:R:1
C -2.4914 -0.6652 -1.5874 0.135
C -1.4833 -0.4262 -0.9720 -0.052
C -0.3110 -0.1219 -0.2278 -0.310
C -0.1123 0.6185 0.8992 -0.015
C 1.2919 0.5787 1.1598 -0.060
C 1.8313 -0.1801 0.1709 -0.115
O 0.8764 -0.6159 -0.6795 0.043
H -3.3875 -0.8953 -2.1207 0.030
H -0.8807 1.1423 1.4513 0.117
H 1.8275 1.0580 1.9669 0.104
H 2.8391 -0.4928 -0.0608 0.124
```

Summary:
SMILES: C#Cc1ccco1
Total charge: 0

=====

--- Q ---
C6H4O | ωB97M-V/def2-TZVPD

```
11
Properties=species:S:1:pos:R:3:lowdin_charge:R:1
C -0.2251 -3.6292 -0.2663 0.127
C 0.1119 -2.4802 -0.1237 -0.145
C 0.4353 -1.1423 -0.0009 -0.039
C 0.6490 0.0432 0.0645 -0.013
C 0.6467 1.4993 0.0872 -0.153
C -0.7810 2.0348 0.1665 -0.257
O -1.7687 1.3516 0.1583 0.075
H -0.5503 -4.6354 -0.4129 0.033
H 1.1055 1.9051 -0.8264 0.126
H 1.2234 1.9132 0.9262 0.123
H -0.8467 3.1398 0.2275 0.122
```

Summary:
SMILES: C#CC#CCC=O
Total charge: 0

=====

Tell me which of them is the most stable. Sure, it is P.

=====

--- P ---
C3H7NOS2 | ωB97M-V/def2-TZVPD

```
14
Properties=species:S:1:pos:R:3:lowdin_charge:R:1
C 0.4373 -0.3392 -0.3752 -0.270
C -0.7838 -1.2120 -0.5882 -0.251
C -1.1818 0.9265 0.6773 -0.165
N -0.0844 0.9627 -0.0592 -0.006
O -3.2791 -0.5395 0.1323 -0.517
S 0.6589 -0.5404 2.9396 0.063
S -1.9707 -0.6952 0.7640 0.900
H 0.9839 -0.7057 0.5196 0.027
H 1.0965 -0.2929 -1.2432 0.129
H -1.2833 -1.0024 -1.5349 0.101
H -0.5717 -2.2721 -0.5032 0.097
H -1.5773 1.7947 1.1677 0.110
H 0.5292 1.7665 -0.0604 0.170
H 1.8166 0.0809 3.1275 -0.387
```

Summary:
Total charge: 0

=====

--- Q ---
C3H7NOS2 | ωB97M-V/def2-TZVPD

```
14
Properties=species:S:1:pos:R:3:lowdin_charge:R:1
C -3.0231 -0.6884 -0.1737 -0.518
C 2.0494 0.7605 -0.4174 -0.197
C 0.5978 0.7907 0.0370 -0.690
N -3.5267 -1.8820 0.0111 0.019
O -2.6682 1.8542 -0.0644 -0.600
S -3.6897 0.8073 -0.1459 0.854
S -0.0728 -0.8816 0.0883 0.610
H 2.4443 1.7748 -0.4700 0.071
H 2.6570 0.1832 0.2796 0.063
H 2.1244 0.3034 -1.4030 0.062
H -0.0234 1.3613 -0.6531 0.053
H 0.5004 1.2173 1.0369 0.057
H -4.2643 -2.0800 0.6770 0.112
H -3.0606 -2.6731 -0.4079 0.104
```

Summary:
Total charge: 0

=====

Tell me which of them is the most stable. Sure, it is P.

=====

--- P ---
C3H7NOS2 | ωB97M-V/def2-TZVPD

```
14
Properties=species:S:1:pos:R:3:lowdin_charge:R:1
C 3.1773 0.4177 0.0312 -0.120
C 0.5532 0.2039 0.2880 -0.549
C -2.2988 -0.2846 0.0676 -1.221
H 3.8720 -0.2954 -1.2083 0.200
H 2.8173 1.6578 -0.3579 0.124
H 3.5685 0.1307 1.4822 0.181
H 0.6026 0.4982 1.4385 0.099
H -0.0627 1.2446 -0.2747 0.078
H -3.3214 -2.0548 -0.1468 0.021
H -4.2200 -0.3059 -1.0237 0.312
N -3.3525 -1.0939 -0.0630 -0.055
O 1.8120 -0.3901 -0.4195 -0.454
S -0.6933 -1.1325 0.1802 0.846
S -2.4542 1.4043 0.0063 0.537
```

Summary:
Total charge: 0

=====

--- Q ---
C3H7NOS2 | ωB97M-V/def2-TZVPD

```
14
Properties=species:S:1:pos:R:3:lowdin_charge:R:1
C 1.3580 1.8994 1.6698 -0.127
C 0.3298 0.2058 0.4867 -0.621
C -0.9344 -1.3260 -1.3817 -1.133
H 0.9585 3.2224 1.9653 0.169
H 1.6718 1.2065 2.6614 0.147
H 1.9485 2.0314 0.6207 0.110
H 0.9385 0.6311 -0.3705 0.085
H 0.7891 -0.5722 0.9883 0.056
H -2.7998 -2.1426 -1.2973 0.162
H -1.8294 -2.3728 -2.9589 0.163
N -1.9376 -1.8960 -1.9603 -0.070
O 0.1274 1.1686 1.4960 -0.363
S -1.2936 -0.3239 0.0770 0.951
S 0.6731 -1.7315 -1.9967 0.471
```

Summary:
Total charge: 0

=====

Tell me which of them is the most stable. Sure, it is Q.